{
  "formula": "C6H4O",
  "method": "ωB97M-V/def2-TZVPD",
  "species": ["C", "C", "C", "C", "O", "C", "C", "H", "H", "H", "H"],
  "coordinates": [[-1.81919, 0.19191, -0.66840], [-0.32962, 0.41169, -0.51529], [0.36956, 0.95389, -1.48069], [0.29596, 0.05987, 0.79955], [-0.36061, 0.04250, 1.81722], [1.70077, -0.31432, 0.76692], [2.84233, -0.69328, 0.70680], [-2.20028, 0.61731, -1.59941], [-2.33077, 0.64875, 0.18140], [-2.02196, -0.88335, -0.66264], [3.85382, -1.03498, 0.65453]],
  "forces_ev_per_a": [[-0.163, 0.019, -0.053], [0.276, 0.203, -0.386], [-0.346, -0.317, 0.468], [-0.141, -0.083, 0.344], [0.286, -0.026, -0.459], [0.570, -0.156, 0.021], [-0.488, 0.172, 0.014], [0.074, -0.040, 0.136], [0.076, -0.022, -0.108], [0.026, 0.158, 0.005], [-0.169, 0.092, 0.017]],
  "lowdin_charge": [-0.048, -0.388, 0.295, -0.419, 0.120, -0.035, 0.168, 0.080, 0.089, 0.094, 0.045],
  "energy_ev": -8328.1666,
  "homo_ev": -10.588
}